1.
This record from the OMol25 dataset describes one molecule with the formula C7H6N4O2 at a distorted geometry. The level of theory is wB97M-V/def2-TZVPD.

- SMILES: ON/C=N/c1cccc2nonc12
- ΔE to the lowest compared entry with this formula, charge and spin: 159.0 kcal/mol
- Largest force on an atom: 17.172 eV/Å
- Orbital gap: 7.8 eV

Cartesian coordinates (Å):
O: 3.784 -1.287 -0.513
O: -2.127 -2.652 0.066
N: 1.326 -0.258 -0.459
N: 3.497 -0.316 0.356
N: -3.036 -1.583 0.092
N: -0.800 -2.133 -0.090
C: 2.218 0.052 0.571
C: -1.784 1.789 -0.127
C: -2.353 -0.483 -0.063
C: -0.395 1.482 -0.268
C: -1.016 -0.864 -0.159
C: -2.785 0.802 0.033
C: 0.093 0.196 -0.356
H: 1.981 0.699 1.135
H: 3.846 -0.282 1.232
H: -2.122 2.853 0.026
H: 3.123 -1.469 -1.003
H: -3.970 1.030 -0.042
H: 0.522 2.422 -0.430

2.
This record from the OMol25 dataset describes a 2-piece molecular cluster, CH4IOPS overall. The level of theory is wB97M-V/def2-TZVPD.

- 2S+1: 3
- ΔE to the lowest compared entry with this formula, charge and spin: 1.1 kcal/mol
- Largest force on an atom: 0.674 eV/Å
- Orbital gap (spin up / spin down): 8.8 / 5.9 eV

Cartesian coordinates (Å):
I: 3.719 0.559 0.125
S: -0.186 -2.424 0.488
P: 0.196 -0.586 -0.060
O: -0.154 -0.341 -1.621
C: -0.781 0.771 0.709
H: -0.297 1.089 1.630
H: -0.832 1.597 0.006
H: -1.781 0.389 0.931
H: 0.116 -1.054 -2.209

3.
This record from the OMol25 dataset describes C14H19F4IrN4S as an isolated structure at a distorted geometry. The level of theory is wB97M-V/def2-TZVPD.

- Charge: +3
- 2S+1: 2
- Largest force on an atom: 2.021 eV/Å
- Orbital gap (spin up / spin down): 4.5 / 4.4 eV

Cartesian coordinates (Å):
Ir: 0.775 -0.058 -0.311
S: -0.124 -1.124 1.581
F: -1.547 -2.486 -6.233
F: -0.957 -0.226 -5.001
F: -0.176 -4.939 -2.477
F: 0.513 -2.713 -1.242
N: 1.553 -0.639 3.672
N: -0.551 -0.221 4.096
N: 0.534 2.031 -0.793
N: 0.147 -0.236 -2.412
C: -0.365 -3.797 -3.076
C: 0.868 2.092 -2.231
C: 0.105 -0.029 5.396
C: 1.588 -0.298 5.098
C: -1.973 -0.004 3.934
C: 0.325 -0.585 3.180
C: -1.070 -2.529 -5.022
C: -0.032 -2.639 -2.434
C: 1.431 2.921 -0.032
C: 0.132 1.055 -3.064
C: -0.883 2.371 -0.526
C: -0.751 -1.349 -4.390
C: -0.201 -1.332 -3.045
C: -0.886 -3.755 -4.380
H: 2.002 -1.119 5.681
H: -0.902 1.363 -3.272
H: 1.946 1.950 -2.336
H: 0.634 3.088 -2.619
H: 2.223 0.570 5.273
H: 1.218 2.849 1.032
H: -1.557 1.650 -0.982
H: 0.622 0.995 -4.041
H: -0.085 0.976 5.775
H: -2.524 -0.575 4.682
H: -2.300 -0.306 2.945
H: -0.314 -0.724 6.126
H: -2.214 1.049 4.091
H: -1.057 2.387 0.546
H: 2.357 -0.977 3.171
H: -1.112 3.365 -0.920
H: -1.140 -4.682 -4.891
H: 1.272 3.959 -0.338
H: 2.474 2.670 -0.214

4.
This record from the OMol25 dataset describes C57H51AsN5O6STl as an isolated structure at a distorted geometry. The level of theory is wB97M-V/def2-TZVPD.

- Charge: -2
- ΔE to the lowest compared entry with this formula, charge and spin: 20.4 kcal/mol
- Largest force on an atom: 1.186 eV/Å
- Orbital gap: 3.7 eV

Cartesian coordinates (Å):
Tl: -0.513 -0.182 -0.456
As: 2.608 -0.778 1.656
S: 3.316 0.800 -1.125
O: 1.680 7.263 -0.161
O: -1.037 -1.021 4.567
O: -1.451 -1.686 2.572
O: 1.956 -2.225 -1.819
O: -3.348 -1.423 0.506
O: -3.806 5.702 -4.010
N: -1.617 1.128 1.651
N: 0.160 2.537 -0.250
N: -1.347 -0.799 3.406
N: -2.086 1.751 -1.541
N: -1.573 -3.368 -0.265
C: 5.791 -0.403 -1.050
C: -1.604 0.927 2.821
C: 3.520 -0.669 4.534
C: 1.056 -4.272 3.463
C: -1.715 1.744 4.061
C: 1.579 -5.306 2.698
C: -1.852 -6.025 0.464
C: -2.832 -5.101 0.775
C: 3.397 -0.034 3.305
C: -3.742 -2.756 0.660
C: 0.863 6.613 0.815
C: 2.802 -3.700 1.382
C: -1.793 3.045 -1.563
C: 1.284 -0.597 -5.047
C: 0.595 5.177 0.461
C: -0.702 2.638 4.381
C: 0.126 1.341 -4.155
C: -2.832 1.654 4.884
C: -0.798 3.428 5.519
C: -3.738 -3.259 -3.390
C: 6.786 -1.183 -0.495
C: -4.839 -2.258 -5.716
C: -0.629 -4.262 -0.566
C: 1.428 4.172 0.924
C: 0.088 -0.076 -4.425
C: -3.636 -1.758 -5.247
C: -0.648 3.490 -0.700
C: 4.333 -0.961 0.766
C: -3.052 -2.251 -4.075
C: 2.445 -5.015 1.652
C: 1.224 2.114 -4.473
C: -1.752 -1.747 -3.555
C: 4.579 1.282 5.477
C: -2.934 2.448 6.017
C: 2.363 1.586 -5.082
C: -2.489 3.940 -2.366
C: 4.108 -0.015 5.614
C: 3.882 1.270 3.174
C: -3.852 2.124 -3.092
C: -3.531 3.471 -3.150
C: 4.468 1.923 4.247
C: 2.305 -2.655 2.163
C: -1.914 3.333 6.341
C: 6.582 -1.850 0.715
C: 5.350 -1.726 1.333
C: -0.461 4.824 -0.369
C: -0.725 -5.601 -0.226
C: 1.175 2.864 0.538
C: -4.298 4.369 -4.080
C: -3.097 1.301 -2.279
C: 1.409 -2.957 3.191
C: -2.654 -3.776 0.383
C: 2.356 0.212 -5.348
C: 4.529 -0.243 -0.431
C: -0.998 -0.868 -4.193
C: -5.508 -3.270 -5.027
C: -4.946 -3.764 -3.857
H: -3.280 0.232 -2.241
H: 5.034 1.790 6.319
H: -4.654 1.708 -3.690
H: -5.358 4.341 -3.806
H: 0.070 -6.287 -0.487
H: 5.173 -2.235 2.276
H: 0.163 2.707 3.731
H: -1.963 -7.063 0.757
H: -3.620 0.955 4.630
H: -2.633 -1.257 1.150
H: 0.003 4.113 5.768
H: 5.958 0.118 -1.984
H: -1.493 -2.186 -2.580
H: 1.296 -6.333 2.902
H: 3.468 -3.486 0.555
H: 2.261 4.396 1.581
H: 3.822 1.764 2.207
H: 2.238 -1.348 -2.132
H: -1.982 3.938 7.238
H: -4.206 3.972 -5.095
H: 1.322 -1.657 -5.269
H: -5.452 -4.549 -3.304
H: -3.102 -0.971 -5.772
H: 0.351 -4.481 4.258
H: 2.342 6.629 -0.457
H: 3.219 2.204 -5.314
H: -3.303 -3.648 -2.474
H: -0.736 1.801 -3.691
H: -3.808 2.369 6.653
H: 1.812 2.048 0.853
H: -3.725 -5.391 1.319
H: 7.740 -1.274 -1.006
H: -5.265 -1.860 -6.632
H: -4.559 -2.926 -0.047
H: -1.134 5.590 -0.733
H: 2.839 -5.812 1.032
H: 1.796 -2.076 -0.881
H: 7.366 -2.452 1.160
H: -2.205 4.980 -2.431
H: -0.066 7.180 0.854
H: 1.336 6.663 1.801
H: 4.846 2.931 4.123
H: -4.137 -2.947 1.666
H: 0.946 -2.160 3.767
H: 3.163 -1.684 4.661
H: 0.226 -3.882 -1.116
H: -4.085 6.168 -4.802
H: 4.198 -0.527 6.565
H: -6.446 -3.665 -5.399
H: 3.235 -0.243 -5.796
H: 1.196 3.172 -4.225

5.
This record from the OMol25 dataset describes C35H95HgN8O9 as an isolated structure at a distorted geometry. The level of theory is wB97M-V/def2-TZVPD.

- Charge: +1
- ΔE to the lowest compared entry with this formula, charge and spin: 325.3 kcal/mol
- Largest force on an atom: 4.656 eV/Å
- Orbital gap: 1.3 eV

Cartesian coordinates (Å):
Hg: -17.861 1.220 -14.415
O: -19.588 4.288 -11.413
O: -23.381 10.706 -7.403
O: -10.447 8.017 -10.136
O: -21.628 -0.382 -14.772
O: -18.487 -3.639 -9.266
O: -27.700 6.962 -9.201
O: -23.146 10.068 -19.045
O: -28.623 -0.458 -14.172
O: -23.285 1.568 -4.334
N: -19.869 11.484 -8.403
N: -21.888 7.934 -16.268
N: -8.216 8.307 -11.797
N: -26.066 -0.491 -3.285
N: -28.126 -2.773 -15.763
N: -20.513 1.489 -16.946
N: -27.668 9.913 -9.803
N: -17.804 -1.199 -10.382
C: -16.936 -1.642 -9.307
C: -22.955 8.979 -18.150
C: -20.272 4.685 -10.233
C: -10.343 9.298 -10.905
C: -24.045 10.085 -6.305
C: -24.729 -0.889 -5.058
C: -16.357 -0.499 -8.507
C: -22.450 0.222 -15.842
C: -20.417 8.757 -18.035
C: -17.588 -4.592 -9.831
C: -23.391 11.357 -18.375
C: -24.756 -0.229 -3.669
C: -21.519 0.423 -17.076
C: -27.129 5.771 -8.615
C: -27.493 8.775 -10.778
C: -29.116 -2.678 -14.669
C: -26.839 7.477 -10.198
C: -21.979 11.073 -7.156
C: -28.821 -1.648 -13.598
C: -21.218 3.729 -9.599
C: -24.457 1.264 -3.589
C: -21.214 11.905 -8.198
C: -29.328 -4.124 -14.222
C: -8.541 10.656 -12.010
C: -11.750 7.681 -9.867
C: -22.421 -1.019 -13.839
C: -26.624 9.340 -11.929
C: -17.888 -2.612 -8.476
C: -21.839 11.770 -9.531
C: -19.237 5.345 -9.262
C: -20.922 -0.932 -17.617
C: -21.698 8.982 -17.219
C: -8.814 9.428 -11.200
C: -28.224 0.621 -13.319
C: -22.894 2.956 -4.148
H: -27.933 5.080 -8.361
H: -20.316 -1.543 -16.948
H: -25.421 -0.437 -5.769
H: -21.277 12.325 -10.282
H: -21.178 2.225 -16.756
H: -16.636 -4.194 -10.182
H: -27.931 -1.964 -13.054
H: -10.695 10.088 -10.242
H: -16.104 -2.262 -9.642
H: -24.047 11.179 -17.522
H: -18.754 6.151 -9.816
H: -23.494 9.201 -5.986
H: -21.564 10.071 -7.263
H: -24.133 1.423 -2.560
H: -20.308 9.627 -18.683
H: -18.698 -2.013 -8.060
H: -21.077 7.652 -15.736
H: -8.568 7.490 -11.319
H: -29.618 -1.444 -12.883
H: -17.399 -3.137 -7.656
H: -21.777 -1.229 -12.985
H: -21.734 10.784 -9.982
H: -22.919 -1.912 -14.217
H: -20.430 7.848 -18.636
H: -30.258 -4.232 -13.663
H: -22.173 0.780 -17.872
H: -17.142 0.093 -8.036
H: -23.891 8.784 -17.626
H: -8.430 8.243 -12.782
H: -20.950 5.498 -10.493
H: -21.767 4.135 -8.749
H: -15.764 -0.872 -7.671
H: -18.468 -0.553 -9.979
H: -22.460 8.338 -15.541
H: -23.331 -0.295 -16.222
H: -28.019 1.521 -13.899
H: -12.242 8.555 -9.440
H: -27.839 -1.849 -16.053
H: -28.981 0.736 -12.543
H: -19.529 11.318 -7.467
H: -18.417 -1.981 -10.563
H: -30.105 -2.435 -15.057
H: -24.253 10.897 -5.608
H: -19.832 10.547 -8.778
H: -23.724 -0.750 -5.456
H: -26.051 -1.415 -2.876
H: -20.069 1.664 -17.836
H: -26.656 8.737 -12.836
H: -28.454 8.508 -11.217
H: -20.754 2.902 -9.061
H: -26.959 10.304 -12.314
H: -21.985 3.332 -4.618
H: -22.855 12.126 -9.357
H: -26.507 6.084 -7.776
H: -29.435 -4.939 -14.937
H: -21.249 12.972 -7.976
H: -26.321 0.194 -2.588
H: -19.640 5.763 -8.340
H: -26.770 10.286 -9.532
H: -26.680 6.733 -10.979
H: -19.516 8.583 -17.447
H: -21.688 11.351 -6.142
H: -24.127 -0.787 -2.976
H: -25.284 1.931 -3.829
H: -11.879 6.883 -9.136
H: -22.785 8.217 -18.911
H: -28.572 -4.426 -13.497
H: -26.599 5.150 -9.337
H: -7.489 10.892 -12.170
H: -10.913 9.380 -11.830
H: -21.703 9.923 -16.669
H: -15.681 0.141 -9.074
H: -27.333 0.339 -12.758
H: -9.124 10.634 -12.931
H: -24.952 -1.956 -5.034
H: -22.487 11.841 -18.006
H: -23.667 3.479 -4.711
H: -18.479 4.653 -8.896
H: -25.848 7.765 -9.848
H: -8.201 9.471 -10.301
H: -25.581 9.539 -11.683
H: -12.337 7.281 -10.695
H: -17.468 -5.305 -9.016
H: -23.759 12.092 -19.091
H: -20.441 -0.894 -18.594
H: -23.242 -0.476 -13.370
H: -18.086 -5.150 -10.624
H: -28.032 9.696 -8.886
H: -22.910 1.169 -15.559
H: -24.999 9.706 -6.672
H: -22.002 3.304 -10.226
H: -21.778 -1.600 -17.714
H: -23.084 3.436 -3.188
H: -28.653 -3.122 -16.551
H: -8.884 11.519 -11.440

6.
This record from the OMol25 dataset describes one molecule with the formula CHNO3S3 at a distorted geometry. The level of theory is wB97M-V/def2-TZVPD.

- ΔE to the lowest compared entry with this formula, charge and spin: 97.1 kcal/mol
- Largest force on an atom: 3.588 eV/Å
- Orbital gap: 7.7 eV

Cartesian coordinates (Å):
S: 1.657 -0.311 -1.409
S: -1.462 0.807 -0.447
S: 2.823 0.117 0.259
O: -2.490 1.459 0.310
O: -0.079 1.403 -0.284
O: 0.241 -0.707 1.017
N: -1.024 -0.886 0.530
C: 1.146 -0.237 0.279
H: -0.814 -1.644 -0.254

- What is the largest force on an atom in the fifth record?
  4.656 eV/Å

- The highest largest force on an atom belongs to which entry?
  C7H6N4O2

- Which formula does entry 4 have?
  C57H51AsN5O6STl